The following is a DFT calculation (wB97M-V/def2-TZVPD) of a 2-piece molecular cluster, C6H15NO2P overall in a non-equilibrium geometry.

For the HOMO-LUMO gap, the calculation gives 8.7134 eV. The max |F| comes out at 0.112 hartree/bohr. Its total charge is +1. The calculation puts the energy above the lowest of the compared OMol25 structures with the same formula, charge and spin at 2.086 eV. The calculated total energy is -783.8399 a.u.

XYZ file:
```
25
Properties=species:S:1:pos:R:3:forces:R:3
C -2.9471 0.0493 -0.6930 -0.74 1.87 3.63
C -3.1921 -0.4753 -1.8022 3.74 -0.82 -4.29
C 0.2222 3.1349 -0.0706 3.09 -2.52 -2.79
C 2.8961 -0.0500 -0.1968 -2.31 -0.84 1.06
C 0.6442 -2.2616 0.5169 2.02 1.13 1.56
C -0.0980 0.5932 0.2871 1.48 -0.63 0.44
N -0.3193 1.7679 -0.5624 -0.37 0.98 1.38
O -2.8808 0.6127 0.3293 0.31 -0.15 -0.25
O 0.6095 -0.8275 -1.7335 2.93 1.08 -1.67
P 1.0601 -0.5580 -0.1615 -1.07 -1.40 -0.89
H -4.1043 -0.8308 -2.0898 -2.27 -0.83 -0.50
H -2.3317 -0.5129 -2.5707 -1.47 -0.09 1.40
H 1.3701 -0.6811 -2.4190 -1.99 -0.66 1.77
H 1.3452 3.1118 -0.1308 -1.12 0.21 -0.37
H -0.2311 3.9360 -0.5746 -0.54 0.94 -0.73
H 0.0291 3.0817 0.9078 -1.06 0.34 3.79
H 3.5693 -0.9004 0.0129 -0.17 0.56 -0.46
H 2.9290 0.3633 -1.2343 0.78 0.29 1.20
H 2.8089 0.6158 0.7281 0.91 -0.30 -1.74
H 1.6420 -2.8274 0.6223 -1.90 0.46 -0.35
H 0.0755 -2.2646 1.4620 0.84 0.48 0.14
H -0.1252 -2.6486 -0.1064 0.03 -0.52 -1.32
H -0.2005 0.7471 1.3409 -0.46 0.22 0.41
H 0.0062 1.4744 -1.4936 -0.97 0.65 0.00
H -1.3340 1.9351 -0.4012 0.33 -0.43 -1.43
```
Forces are in eV/Å.